[1]
The following is a quantum chemistry calculation of a molecular structure, C30H30NOV, from the OMol25 dataset.

Last column: Mulliken spin population.
CARTESIAN COORDINATES (ANGSTROEM)
C -0.367 -2.018 1.086  0.036
C -1.159 -1.012 1.734  0.054
C -2.040 -0.443 0.759  -0.041
H -1.217 -0.825 2.800  0.003
C -1.783 -1.107 -0.493  0.126
C -0.789 -2.098 -0.271  -0.045
H -2.382 -0.997 -1.395  -0.019
C 2.157 1.259 1.398  0.004
C 1.077 0.785 2.195  0.083
C -0.094 1.578 1.841  -0.104
H 1.158 0.123 3.053  0.003
C 0.293 2.455 0.762  0.170
C 1.695 2.278 0.529  0.122
H -2.845 0.270 0.950  0.014
H -0.418 -2.775 -1.038  0.000
H 0.401 -2.622 1.569  -0.003
H 2.304 2.887 -0.140  0.001
H -1.010 1.675 2.418  0.013
H 3.180 0.910 1.467  0.009
V 0.042 0.063 0.260  2.664
C -0.717 3.146 -0.126  -0.029
C -0.084 4.185 -1.044  0.006
C -1.803 3.807 0.717  0.011
H 0.520 4.849 -0.421  -0.003
H -0.868 4.779 -1.525  0.001
H 0.538 3.742 -1.824  -0.001
H -1.323 4.491 1.423  0.002
H -2.417 3.099 1.286  0.000
H -2.474 4.371 0.062  -0.001
C -1.361 1.950 -0.847  0.104
C -1.485 1.950 -2.335  -0.025
H -2.330 1.699 -0.403  -0.011
H -0.650 1.044 -0.757  -0.300
O -0.504 1.522 -2.960  0.005
N -2.774 2.237 -2.818  0.004
C -3.601 1.014 -2.871  0.009
H -2.688 2.644 -3.750  -0.001
C -4.440 0.765 -1.644  -0.002
C -4.938 -0.527 -1.450  0.003
H -4.696 -1.290 -2.189  -0.003
C -5.670 -0.847 -0.314  0.000
H -6.015 -1.870 -0.167  -0.001
C -5.935 0.149 0.631  0.001
H -6.471 -0.109 1.544  0.000
C -5.516 1.466 0.408  0.002
H -5.770 2.258 1.117  0.000
C -4.758 1.774 -0.732  -0.001
H -4.406 2.791 -0.920  0.000
H -2.946 0.130 -3.015  0.001
H -4.257 1.103 -3.748  0.000
C 1.404 -0.501 -0.922  0.039
C 2.298 -1.247 -0.489  0.038
C 3.379 -2.073 -0.146  -0.024
C 4.466 -2.214 -1.026  0.031
C 5.567 -2.984 -0.662  -0.011
C 5.578 -3.638 0.582  0.026
C 4.489 -3.521 1.460  -0.012
C 3.395 -2.742 1.102  0.034
H 4.423 -1.693 -1.980  0.004
H 6.420 -3.068 -1.341  -0.001
H 6.444 -4.236 0.871  0.003
H 4.497 -4.027 2.430  -0.001
H 2.543 -2.612 1.769  0.013

Forces on atoms 1 to 3 (eV/Å):
-0.817 0.013 0.062
-1.265 -0.976 -0.428
-0.265 -1.313 0.256

The expectation value of S² is 3.780. Its orbital gap (alpha / beta) is 4.316 / 6.342 eV. Its charge is -1. The HOMO energy (alpha / beta) is -1.571 / -3.605 eV. The LUMO energy (alpha / beta) comes out at 2.745 / 2.736 eV. Its multiplicity is 4.

[2]
The following is a quantum chemistry calculation of 2 unconnected molecules or ions with the total composition C30H31BF2O2S, from the OMol25 dataset.

Last column: natural (NBO) charge in e.
CARTESIAN COORDINATES (ANGSTROEM)
F -3.417 2.126 -3.616  -0.347
C -3.042 1.212 -2.661  0.481
C -4.035 0.554 -1.946  -0.325
C -3.620 -0.347 -0.958  -0.191
C -2.270 -0.642 -0.776  -0.261
C -1.277 -0.009 -1.540  0.108
C 0.093 -0.591 -1.651  -0.585
C 1.167 0.229 -2.296  0.030
C 1.991 -0.431 -3.228  -0.226
C 2.928 0.265 -3.989  -0.185
C 3.088 1.650 -3.840  -0.300
C 2.286 2.280 -2.896  0.395
F 2.414 3.642 -2.723  -0.342
C 1.327 1.608 -2.132  -0.278
C -1.688 0.989 -2.450  -0.343
H -5.082 0.772 -2.151  0.229
H -4.375 -0.848 -0.355  0.216
H -1.972 -1.416 -0.067  0.227
H -0.056 -1.448 -2.417  0.247
H 1.855 -1.500 -3.404  0.199
H 3.537 -0.278 -4.709  0.216
H 3.797 2.219 -4.440  0.230
H 0.683 2.148 -1.444  0.233
H -0.980 1.542 -3.063  0.241
C -0.954 0.283 5.377  -0.642
C -0.611 0.716 3.998  -0.182
C 0.594 1.237 3.544  -0.267
C 0.486 1.855 2.264  -0.237
C -0.795 1.767 1.716  -0.192
B 0.777 -2.066 -1.091  1.173
C -1.365 2.630 0.722  -0.101
C -2.757 2.706 0.530  -0.143
C -3.289 3.550 -0.428  -0.221
C -2.452 4.335 -1.227  -0.220
C -1.071 4.272 -1.052  -0.201
C -0.527 3.457 -0.068  -0.209
O 2.076 -1.914 -0.654  -0.721
C 2.160 -2.663 0.573  0.247
C 3.237 -3.713 0.350  -0.627
C 2.677 -1.738 1.667  -0.634
C 0.685 -3.242 0.785  0.247
C 0.602 -4.732 1.042  -0.624
C -0.090 -2.511 1.874  -0.636
O 0.005 -3.014 -0.472  -0.730
S -1.774 0.704 2.717  0.411
H -0.127 0.543 6.049  0.228
H -1.863 0.795 5.727  0.228
H -1.123 -0.801 5.424  0.221
H 1.492 1.254 4.163  0.222
H 1.291 2.405 1.787  0.225
H -3.427 2.073 1.120  0.210
H -4.365 3.579 -0.592  0.216
H -2.871 4.954 -2.017  0.219
H -0.405 4.853 -1.693  0.222
H 0.553 3.427 0.085  0.214
H 3.440 -4.267 1.274  0.209
H 2.964 -4.421 -0.443  0.213
H 4.165 -3.206 0.058  0.225
H 2.827 -2.306 2.598  0.211
H 3.650 -1.323 1.364  0.226
H 2.004 -0.898 1.871  0.229
H 1.113 -4.979 1.978  0.211
H -0.448 -5.030 1.141  0.223
H 1.052 -5.306 0.226  0.219
H 0.361 -2.682 2.859  0.218
H -0.129 -1.428 1.691  0.228
H -1.125 -2.882 1.917  0.220

Forces on atoms 1 to 3 (eV/Å):
0.278 -0.585 0.642
0.047 0.210 0.127
0.284 0.053 0.123

Its orbital gap is 7.990 eV. Its charge is 0. Its structure (SMILES) is CC1(C)OB(C(c2cccc(F)c2)c2cccc(F)c2)OC1(C)C.Cc1ccc(-c2ccccc2)s1. Its energy relative to the best compared isomer or geometry (same formula, charge and spin) is 147.38 kJ/mol. The HOMO energy is -7.696 eV. The LUMO energy comes out at 0.294 eV.

[3]
The following is a quantum chemistry calculation of a molecular structure, C30H31BF6N5OPPtS2Te, from the OMol25 dataset.

Last column: Mulliken spin population.
CARTESIAN COORDINATES (ANGSTROEM)
Pt 0.091 1.215 -0.315  0.837
C -3.356 -1.780 1.341  -0.002
N -2.971 -0.682 2.208  -0.011
C -3.001 -0.683 3.582  -0.009
C -2.534 0.522 3.976  0.029
N -2.215 1.257 2.855  0.026
B -1.598 2.708 2.958  0.046
N -2.159 3.578 1.799  0.006
C -3.477 3.968 1.721  0.001
C -3.679 4.552 0.521  0.008
N -2.467 4.520 -0.137  0.007
C -2.220 4.974 -1.490  0.007
C -1.550 3.923 0.655  -0.007
S 0.083 3.673 0.178  0.241
C -2.478 0.500 1.778  0.013
S -2.310 0.874 0.103  0.108
H -3.820 -2.549 1.950  0.000
H -2.470 -2.185 0.855  0.002
H -4.059 -1.426 0.591  0.002
H -3.351 -1.531 4.142  0.000
H -2.404 0.933 4.961  -0.001
H -1.973 3.158 4.013  0.002
H -0.398 2.663 2.879  0.009
H -4.159 3.789 2.533  0.002
H -4.556 4.989 0.079  0.001
H -3.146 5.382 -1.888  0.001
H -1.891 4.138 -2.107  0.000
H -1.448 5.740 -1.498  -0.001
N 0.128 -1.109 -0.987  0.192
C 1.360 -1.529 -1.597  0.040
C 1.644 -2.881 -1.754  -0.006
C 2.854 -3.284 -2.294  0.005
C 3.797 -2.340 -2.678  0.002
C 3.519 -0.992 -2.529  -0.022
C 2.301 -0.576 -1.995  -0.108
P 1.843 1.169 -1.812  0.401
C 1.274 1.674 -3.464  -0.039
C 0.881 3.005 -3.625  0.034
C 0.405 3.447 -4.847  -0.014
C 0.300 2.564 -5.916  0.020
C 0.677 1.240 -5.757  -0.008
C 1.164 0.794 -4.534  0.043
C 3.379 2.113 -1.606  -0.046
C 3.720 2.575 -0.339  0.000
C 4.892 3.292 -0.147  0.004
C 5.723 3.561 -1.224  0.002
C 5.379 3.121 -2.496  0.001
C 4.209 2.405 -2.689  0.001
H 0.006 -1.576 -0.070  0.028
H -0.681 -1.296 -1.569  -0.005
H 0.917 -3.611 -1.423  0.002
H 3.068 -4.339 -2.399  0.001
H 4.749 -2.654 -3.085  0.000
H 4.258 -0.255 -2.818  0.002
H 0.940 3.688 -2.783  0.000
H 0.108 4.482 -4.967  -0.001
H -0.077 2.910 -6.870  0.002
H 0.595 0.549 -6.586  -0.001
H 1.461 -0.242 -4.420  0.005
H 3.055 2.389 0.497  0.062
H 5.147 3.650 0.841  0.001
H 6.635 4.125 -1.076  0.000
H 6.020 3.344 -3.339  0.000
H 3.931 2.084 -3.686  0.002
Te 1.201 0.492 1.956  1.986
C 0.523 -2.439 4.006  0.032
C 0.481 -2.849 2.527  -0.031
O 0.137 -1.831 1.691  0.039
C 1.880 -3.409 2.151  0.024
F 2.762 -2.402 2.024  0.010
F 1.873 -4.073 0.981  0.002
F 2.386 -4.248 3.074  0.002
C -0.556 -3.990 2.365  0.012
F -1.716 -3.663 2.975  0.002
F -0.857 -4.229 1.079  0.001
F -0.160 -5.157 2.902  0.002
H 1.368 -1.769 4.163  0.018
H 0.626 -3.294 4.674  0.004
H -0.394 -1.899 4.234  -0.024

Forces on atoms 1 to 3 (eV/Å):
-0.011 0.097 0.026
0.001 0.022 -0.005
-0.016 0.018 -0.012

The expectation value of S² is 6.018. Its orbital gap (alpha / beta) is 6.471 / 6.520 eV. Its charge is 0. Its energy relative to the best compared isomer or geometry (same formula, charge and spin) is 0.55 kJ/mol. The HOMO energy (alpha / beta) is -6.040 / -7.785 eV. The LUMO energy (alpha / beta) comes out at 0.431 / -1.265 eV. Its multiplicity is 5.